1.
Entry from the OMol25 dataset: a structure of composition C18H38N2O2Rb (the ωB97M-V functional and the def2-TZVPD basis).

Structure (XYZ):
```
61
Properties=species:S:1:pos:R:3:forces:R:3
Rb -0.576 0.184 0.902 5.072 -5.118 4.390
C -0.503 2.325 -2.524 0.184 1.021 -0.847
C 0.520 1.712 -1.565 1.109 -1.327 -0.659
C 2.039 1.750 -1.956 -0.469 1.313 -0.305
C 2.692 3.103 -1.827 0.359 1.617 0.193
C 2.459 3.733 -0.425 -0.921 -1.162 -0.946
C 0.961 3.631 0.055 2.459 0.516 0.412
N 0.468 2.266 -0.214 2.949 0.884 -0.016
O -0.630 2.013 0.533 -2.843 14.439 -3.277
C 1.066 3.902 1.585 0.048 -0.242 -0.323
C 0.179 4.747 -0.588 -1.324 0.469 -0.470
C 0.200 0.184 -1.614 1.887 3.906 -0.280
H -0.764 1.739 -3.405 0.064 -0.633 0.325
H -0.198 3.250 -3.013 0.270 0.221 0.431
H -1.432 2.557 -2.003 -0.146 -0.082 0.059
H 2.678 1.175 -1.286 -0.695 -0.861 0.070
H 2.137 1.395 -2.982 0.044 -0.216 0.049
H 2.479 3.832 -2.608 -0.643 -0.112 -0.173
H 3.769 2.986 -1.948 0.133 -0.175 0.073
H 2.721 4.791 -0.414 0.270 -0.164 0.107
H 3.085 3.139 0.241 -0.011 0.312 0.395
H 1.548 4.865 1.751 -0.401 0.281 -0.253
H 0.106 3.869 2.100 0.081 0.078 0.010
H 1.787 3.241 2.067 -0.310 -0.555 -0.079
H 0.458 5.741 -0.239 0.271 -0.180 0.197
H 0.178 4.801 -1.677 0.461 -0.248 0.022
H -0.880 4.661 -0.347 -0.280 0.005 0.222
H 0.830 -0.398 -0.941 0.184 -0.163 -0.490
H 0.278 -0.149 -2.649 0.516 0.074 -0.017
H -0.847 -0.020 -1.393 1.994 5.044 0.729
H -1.367 2.494 0.149 -0.846 1.196 -0.201
C -1.775 -1.383 -1.347 -2.058 -3.423 -0.015
C -1.468 -2.493 -0.260 -0.031 -0.714 -0.670
C -0.223 -3.297 -0.783 -0.581 1.246 0.662
C 0.533 -4.164 0.202 -0.632 -0.897 -0.105
C 0.862 -3.343 1.444 1.144 0.779 -2.377
C -0.319 -2.611 1.987 0.216 -0.727 4.676
N -1.095 -1.830 1.020 -1.288 -9.558 -0.376
O -2.139 -1.144 1.640 -2.243 -2.146 0.678
C -1.124 -3.662 2.858 -1.615 0.584 -1.054
C 0.213 -1.606 3.117 -0.353 -0.097 -0.339
C -2.626 -3.501 -0.202 -0.739 0.678 0.791
H -0.869 -0.875 -1.676 -2.390 -5.745 -1.064
H -2.494 -0.591 -1.136 -0.151 0.160 0.954
H -2.311 -1.834 -2.183 0.322 -0.481 -0.170
H -0.641 -3.905 -1.586 0.549 0.298 -0.406
H 0.490 -2.524 -1.066 0.113 -0.237 -0.848
H 1.396 -4.527 -0.357 0.430 0.229 0.360
H -0.011 -5.095 0.363 -0.282 0.031 0.557
H 1.489 -2.560 1.018 0.514 0.376 -0.086
H 1.535 -3.794 2.173 -0.685 -0.274 0.273
H -0.722 -4.190 3.722 0.974 0.459 -0.271
H -1.964 -3.113 3.284 -0.350 -0.094 0.162
H -1.554 -4.437 2.223 -0.006 -0.024 -0.072
H -0.617 -1.049 3.550 -0.087 0.156 -0.193
H 0.649 -2.082 3.996 0.078 -0.579 -0.397
H 0.968 -0.900 2.772 0.095 -0.012 -0.154
H -3.369 -3.042 0.450 -0.559 -0.217 -0.106
H -2.431 -4.489 0.215 0.484 0.138 0.024
H -3.094 -3.653 -1.175 0.134 0.137 0.003
H -2.733 -1.821 1.973 -0.469 -0.184 0.213
```
Positions in Å, forces in eV/Å.

Computed properties:
Charge: +1
E_HOMO (eV): -11.30
2S+1: 1
LUMO level (eV): -2.4
Electronic energy (eV): -26994.0493

=====

2.
Entry from the OMol25 dataset: a structure of composition C18H38OP2Tc (the ωB97M-V functional and the def2-TZVPD basis).

Structure (XYZ):
```
60
Properties=species:S:1:pos:R:3:forces:R:3
P 0.462 1.659 -1.587 3.080 -1.501 -2.939
P 2.040 -1.555 0.637 5.934 -0.845 5.317
C 2.014 1.251 -0.772 0.508 -0.007 0.415
C 2.588 -0.189 -0.486 0.483 -0.094 -1.513
H 2.075 1.910 0.110 0.065 -0.366 -0.179
H 2.685 1.678 -1.538 0.296 -0.151 0.425
H 2.689 -0.713 -1.446 0.165 0.280 -0.070
H 3.605 0.014 -0.128 -0.209 -0.170 -0.114
C 3.517 -1.292 1.932 0.377 1.140 -0.486
H 3.330 -1.846 2.866 -0.038 0.463 -0.517
H 3.653 -0.238 2.194 0.006 0.094 -0.016
H 4.455 -1.670 1.501 -0.114 0.403 0.284
C 2.928 -3.453 1.128 -0.771 -1.731 -1.243
H 3.919 -3.402 0.683 -0.128 0.147 -0.061
H 2.431 -4.364 0.738 0.291 0.655 0.140
H 2.993 -3.597 2.216 -0.088 0.584 -0.708
C 0.638 3.981 -1.774 1.352 -0.120 -0.526
H -0.281 4.561 -2.067 0.421 -0.075 -0.103
H 1.247 3.911 -2.681 -0.090 0.229 0.204
H 1.186 4.517 -0.982 -0.299 -0.448 -0.137
C 0.601 1.159 -3.331 -0.001 -0.472 0.409
H 0.659 0.062 -3.355 0.160 0.273 -0.440
H 1.517 1.628 -3.725 -0.260 -0.348 -0.128
H -0.305 1.522 -3.854 0.670 -0.304 0.260
Tc -1.110 2.845 -1.250 -7.246 2.070 4.229
C 0.657 -2.539 2.395 -0.451 -0.032 2.008
C 0.928 -1.182 2.019 -1.622 1.572 -2.058
C -0.103 -0.369 1.176 -1.029 0.222 0.680
C -0.649 -1.080 -0.087 -0.457 0.666 -0.369
C 0.359 -1.914 -0.815 -0.873 -1.288 -0.741
C 0.904 -3.101 -0.316 -2.308 -0.410 -3.227
C -0.016 -4.019 0.437 0.092 -0.021 1.580
C -0.389 -3.362 1.802 -1.012 -1.011 0.226
C -2.477 3.034 -2.848 0.120 -0.349 -1.121
H 1.178 -2.899 3.276 -0.133 -0.024 -0.090
H 1.381 -0.517 2.772 0.051 -0.549 -0.466
H 0.358 0.570 0.806 -0.131 -0.521 0.775
H -0.946 -0.060 1.798 0.027 0.014 -0.132
H -1.614 -1.576 0.099 0.378 -0.082 -0.035
H -0.893 -0.259 -0.783 -0.318 -0.245 0.203
H 0.380 -1.786 -1.910 0.990 0.441 0.558
H 1.648 -3.623 -0.925 -0.277 0.462 -0.151
H 0.329 -5.049 0.601 0.557 0.497 -0.105
H -0.934 -4.151 -0.151 0.280 0.354 -0.119
H -1.329 -2.805 1.642 0.385 -0.189 0.402
H -0.572 -4.159 2.534 -0.344 0.098 -0.361
H -3.329 2.330 -2.756 0.609 0.117 0.189
H -2.096 2.927 -3.883 -0.121 0.090 0.512
H -2.928 4.051 -2.805 0.464 -0.275 0.340
C -4.416 1.475 0.168 0.244 0.148 -0.071
C -3.269 2.383 0.620 -0.629 0.222 0.665
C -3.083 2.551 2.135 0.060 -0.026 -0.273
O -2.066 1.859 0.109 1.452 0.160 -1.514
H -4.254 0.447 0.502 0.053 0.105 0.073
H -4.466 1.467 -0.931 -0.082 0.009 0.346
H -5.369 1.819 0.568 0.005 0.038 -0.044
H -3.410 3.379 0.178 -0.262 0.208 0.023
H -2.872 1.586 2.605 -0.036 0.035 -0.095
H -2.226 3.216 2.311 -0.223 -0.147 0.035
H -3.957 2.979 2.628 -0.022 0.006 -0.149
```
Positions in Å, forces in eV/Å.

Computed properties:
Charge: +2
E_HOMO (spin up / spin down) (eV): -12.95 / -14.24
2S+1: 4
LUMO level (spin up / spin down) (eV): -7.5 / -8.1
Electronic energy (eV): -42078.6579